Entry 1:
DFT (the ωB97M-V functional and the def2-TZVPD basis) results for a molecular structure, C21H16IrN4O8S3.

Structure (ORCA input):
```
! RIJCOSX wB97M-V def2-TZVPD def2/J DEFGRID3
* xyz -1 1
Ir -0.44 -0.08 -0.47
S -1.62 -0.35 1.51
C -1.98 1.33 1.47
S -1.51 1.92 -0.09
C -2.52 2.05 2.51
C -2.72 1.41 3.77
N -2.87 0.86 4.77
C -2.81 3.44 2.39
N -3.05 4.56 2.27
C -0.81 -2.60 5.52
C 0.10 -1.96 4.52
C 0.63 -0.70 4.75
C 1.41 -0.07 3.79
C 1.64 -0.71 2.59
C 1.13 -1.97 2.33
C 0.38 -2.59 3.31
S 2.36 0.28 1.33
O 1.27 0.82 0.50
O 3.20 1.30 1.87
N 3.29 -0.77 0.49
C 3.79 -0.26 -0.82
C 3.09 -0.94 -2.01
C 1.61 -0.85 -1.77
O 0.96 0.15 -2.15
O 1.08 -1.69 -0.98
H -0.90 -2.00 6.42
H -0.45 -3.60 5.80
H -1.81 -2.71 5.10
H 0.41 -0.18 5.68
H 1.81 0.92 3.96
H 1.24 -2.44 1.36
H -0.05 -3.57 3.11
H 2.77 -1.63 0.35
H 4.86 -0.45 -0.86
H 3.63 0.82 -0.86
H 3.39 -1.99 -2.07
H 3.36 -0.42 -2.93
O -3.98 -0.69 -2.26
C -2.79 -0.47 -2.24
O -1.96 -1.02 -1.39
C -2.20 0.48 -3.27
C -2.79 1.72 -3.50
C -2.26 2.58 -4.46
C -1.15 2.20 -5.20
C -0.61 0.95 -4.97
C -1.11 0.08 -4.02
N 0.57 0.54 -5.76
O 1.11 1.37 -6.46
O 0.99 -0.59 -5.60
H -3.65 2.00 -2.92
H -2.71 3.55 -4.62
H -0.71 2.85 -5.94
H -0.64 -0.88 -3.86
*
```

molar mass = 740.8 g mol⁻¹
calculated total energy = -2929.7615 a.u.
orbital gap = 7.1 eV

---

Entry 2:
DFT (the ωB97M-V functional and the def2-TZVPD basis) results for 2 unconnected molecules or ions with the total composition C3H2S.

Structure (ORCA input):
```
! RIJCOSX wB97M-V def2-TZVPD def2/J DEFGRID3
* xyz 0 1
C 0.53 1.50 0.88
C -0.27 2.52 2.51
C 0.19 0.34 0.10
S 1.68 1.39 -0.27
H 0.34 -0.67 0.38
H -0.64 0.23 -0.54
*
```

molar mass = 70.1 g mol⁻¹
calculated total energy = -513.3342 a.u.
orbital gap (alpha / beta) = 6.7 / 7.2 eV

---

Entry 3:
DFT (the ωB97M-V functional and the def2-TZVPD basis) results for 2 unconnected molecules or ions with the total composition CH6NO.

Structure (ORCA input):
```
! RIJCOSX wB97M-V def2-TZVPD def2/J DEFGRID3
* xyz 1 1
C -1.62 0.35 0.50
N -0.78 -0.46 -0.01
H -1.27 1.26 0.97
H -2.67 0.10 0.45
H -1.16 -1.35 -0.34
H 0.25 -0.35 -0.02
H 2.35 0.71 0.20
H 2.48 -0.30 -0.98
O 1.86 0.12 -0.38
*
```

molar mass = 48.1 g mol⁻¹
calculated total energy = -171.4238 a.u.
orbital gap = 11.5 eV

---

Entry 4:
DFT (the ωB97M-V functional and the def2-TZVPD basis) results for a molecular structure, C57H53CaClIN2O7P3.

Structure (ORCA input):
```
! RIJCOSX wB97M-V def2-TZVPD def2/J DEFGRID3
* xyz 0 1
Ca -0.83 0.44 0.93
N -2.80 2.14 -1.75
P -2.48 3.00 0.29
C -2.16 4.54 -0.61
C -0.85 5.01 -0.66
C -0.55 6.18 -1.33
C -1.55 6.90 -1.97
C -2.86 6.43 -1.93
C -3.16 5.26 -1.26
C -4.29 2.83 0.55
C -5.02 3.81 1.23
C -6.38 3.64 1.47
C -7.03 2.49 1.06
C -6.31 1.51 0.38
C -4.96 1.69 0.12
C -1.88 2.34 -2.68
C -2.19 2.55 -4.06
C -1.21 2.85 -4.96
C 0.13 2.93 -4.54
C 0.37 2.66 -3.21
N -0.57 2.37 -2.30
H -3.73 2.18 -2.16
H -0.06 4.46 -0.16
H 0.47 6.54 -1.36
H -1.32 7.82 -2.50
H -3.65 6.99 -2.42
H -4.18 4.90 -1.23
H -4.55 4.72 1.55
H -6.92 4.41 2.00
H -8.08 2.35 1.26
H -6.80 0.60 0.05
H -4.42 0.91 -0.39
H -3.23 2.51 -4.37
H -1.46 3.03 -6.00
H 0.94 3.16 -5.21
H 1.39 2.68 -2.83
C 3.30 -6.57 0.85
C 3.54 -5.21 0.19
C 4.82 -5.26 -0.65
C 3.68 -4.14 1.26
C 4.66 -4.27 2.24
C 4.83 -3.33 3.24
C 3.99 -2.23 3.27
C 3.00 -2.05 2.31
P 1.86 -0.63 2.46
C 2.99 0.79 2.25
C 2.67 2.06 2.71
C 3.44 3.16 2.37
C 4.55 3.01 1.55
C 4.87 1.75 1.06
C 4.10 0.65 1.41
C 1.51 -0.75 4.25
C 0.58 -1.72 4.62
C 0.23 -1.88 5.95
C 0.80 -1.07 6.93
C 1.72 -0.10 6.56
C 2.07 0.06 5.23
C 2.88 -3.00 1.30
O 1.94 -2.74 0.34
C 1.66 -3.68 -0.62
C 0.64 -3.35 -1.52
C 0.33 -4.24 -2.53
C 1.00 -5.45 -2.65
C 2.01 -5.75 -1.75
C 2.37 -4.87 -0.73
P -0.16 -1.71 -1.48
C -1.87 -2.09 -1.97
C -2.50 -3.23 -1.48
C -3.87 -3.40 -1.64
C -4.62 -2.44 -2.30
C -3.99 -1.30 -2.79
C -2.63 -1.12 -2.62
C 0.67 -1.02 -2.96
C 1.92 -0.46 -2.69
C 2.74 -0.03 -3.72
C 2.31 -0.14 -5.04
C 1.06 -0.69 -5.31
C 0.25 -1.14 -4.28
H 4.13 -6.84 1.50
H 3.20 -7.36 0.11
H 2.39 -6.55 1.46
H 5.68 -5.51 -0.03
H 5.02 -4.30 -1.13
H 4.74 -6.01 -1.43
H 5.30 -5.14 2.22
H 5.60 -3.45 3.98
H 4.10 -1.49 4.06
H 1.79 2.20 3.33
H 3.17 4.14 2.75
H 5.15 3.87 1.28
H 5.73 1.62 0.42
H 4.38 -0.32 1.03
H 0.12 -2.34 3.87
H -0.49 -2.64 6.23
H 0.52 -1.19 7.96
H 2.17 0.54 7.31
H 2.80 0.82 4.96
H -0.44 -3.99 -3.24
H 0.75 -6.14 -3.44
H 2.55 -6.68 -1.85
H -1.93 -3.98 -0.94
H -4.35 -4.29 -1.24
H -5.68 -2.57 -2.43
H -4.57 -0.53 -3.29
H -2.18 -0.20 -2.96
H 2.27 -0.38 -1.67
H 3.71 0.40 -3.50
H 2.94 0.20 -5.85
H 0.72 -0.77 -6.33
H -0.70 -1.58 -4.51
O 0.61 1.70 -0.24
H 0.06 2.04 -1.07
H 1.53 1.67 -0.50
O -0.44 1.35 3.18
H -0.99 0.78 3.74
H -0.85 2.22 3.24
I -2.21 5.88 2.60
C -2.03 3.80 2.00
H -0.94 3.67 2.07
H -2.53 3.24 2.80
O -1.51 -1.64 2.02
Cl -2.85 -1.06 1.81
O -3.87 -2.02 1.97
O -2.97 0.06 2.70
O -2.81 -0.51 0.44
*
```

molar mass = 1173.4 g mol⁻¹
calculated total energy = -5299.5327 a.u.
orbital gap = 7.5 eV

---

Entry 5:
DFT (the ωB97M-V functional and the def2-TZVPD basis) results for C3HNO2 in the gas phase.

Structure (ORCA input):
```
! RIJCOSX wB97M-V def2-TZVPD def2/J DEFGRID3
* xyz 0 1
N 2.47 -0.70 0.19
C 1.47 -0.13 0.10
C 0.17 0.57 0.02
O 0.09 1.77 -0.01
C -1.09 -0.31 -0.06
O -1.51 -0.64 -1.13
H -1.59 -0.55 0.89
*
```

molar mass = 83.0 g mol⁻¹
SMILES = N#CC(=O)C=O
calculated total energy = -320.0914 a.u.
orbital gap = 9.8 eV

---

Entry 6:
DFT (the ωB97M-V functional and the def2-TZVPD basis) results for C22H28N2O2 in the gas phase.

Structure (ORCA input):
```
! RIJCOSX wB97M-V def2-TZVPD def2/J DEFGRID3
* xyz 0 1
C 2.99 -4.62 3.28
C 3.04 -3.91 1.92
C 4.18 -2.88 1.90
C 1.72 -3.25 1.61
C 0.98 -3.64 0.50
C -0.23 -3.04 0.20
C -0.74 -2.04 1.02
N -1.96 -1.47 0.65
C -2.59 -0.38 1.19
O -2.21 0.21 2.17
C -3.83 0.02 0.40
C -4.05 1.54 0.41
C -2.77 2.32 0.08
C -1.97 1.63 -1.00
O -2.36 1.49 -2.14
N -0.79 1.12 -0.57
C 0.18 0.54 -1.46
C 1.36 1.50 -1.71
C 0.84 2.79 -2.27
C 0.60 2.92 -3.63
C 0.04 4.08 -4.14
C -0.28 5.13 -3.30
C -0.05 5.01 -1.94
C 0.51 3.85 -1.43
C -0.02 -1.65 2.14
C 1.19 -2.25 2.42
H 2.82 -3.91 4.08
H 3.92 -5.14 3.46
H 2.18 -5.35 3.29
H 3.24 -4.66 1.15
H 4.04 -2.13 2.68
H 4.21 -2.38 0.94
H 5.13 -3.37 2.07
H 1.36 -4.41 -0.15
H -0.78 -3.36 -0.67
H -2.37 -1.86 -0.18
H -4.70 -0.47 0.86
H -3.75 -0.32 -0.63
H -4.40 1.85 1.40
H -4.82 1.77 -0.32
H -2.17 2.43 0.99
H -3.04 3.32 -0.28
H -0.49 1.29 0.38
H -0.34 0.34 -2.40
H 0.55 -0.41 -1.04
H 2.05 1.03 -2.40
H 1.88 1.68 -0.76
H 0.84 2.10 -4.30
H -0.14 4.17 -5.20
H -0.72 6.03 -3.70
H -0.30 5.82 -1.27
H 0.69 3.76 -0.37
H -0.41 -0.88 2.78
H 1.74 -1.93 3.30
*
```

molar mass = 352.5 g mol⁻¹
SMILES = CC(C)c1ccc(NC(=O)CCCC(=O)NCCc2ccccc2)cc1
calculated total energy = -1115.1802 a.u.
orbital gap = 9.1 eV

---

Entry 7:
DFT (the ωB97M-V functional and the def2-TZVPD basis) results for a molecular structure, C22H42As3N8S2TeTl.

Structure (ORCA input):
```
! RIJCOSX wB97M-V def2-TZVPD def2/J DEFGRID3
* xyz 0 1
Tl 0.17 -0.89 1.87
C -1.29 -4.70 4.70
C -1.21 -3.66 3.61
N -1.22 -2.40 3.80
N -1.49 -2.00 5.09
C -1.11 -0.84 5.49
N -1.55 -0.44 6.72
S 0.04 0.32 4.73
C -1.17 -4.12 2.19
C -1.30 -5.47 1.87
C -1.30 -5.85 0.54
C -1.15 -4.88 -0.44
C -1.01 -3.57 -0.03
N -1.03 -3.19 1.24
H -1.22 -4.23 5.67
H -2.24 -5.25 4.65
H -0.48 -5.42 4.59
H -2.36 -0.91 7.07
H -1.44 0.53 6.95
H -1.41 -6.21 2.65
H -1.42 -6.90 0.27
H -1.15 -5.14 -1.49
H -0.88 -2.77 -0.75
C -3.69 -1.15 -1.23
As -2.14 -0.07 -0.70
C -3.16 1.49 -0.12
C -1.72 0.54 -2.53
C -0.32 1.15 -2.74
C -0.03 2.21 -1.68
C 0.73 -0.01 -2.71
As 1.99 -0.16 -1.18
C 3.64 0.06 -2.22
C 2.03 -2.12 -1.14
C -0.25 1.76 -4.16
As -1.13 3.41 -4.80
C -2.77 3.61 -3.75
C -0.09 4.79 -3.85
H -4.30 -0.60 -1.95
H -4.29 -1.36 -0.34
H -3.37 -2.09 -1.66
H -3.87 1.79 -0.89
H -2.49 2.31 0.11
H -3.70 1.23 0.79
H -2.50 1.24 -2.82
H -1.82 -0.33 -3.19
H -0.02 1.79 -0.67
H -0.78 3.00 -1.71
H 0.95 2.68 -1.84
H 1.35 0.04 -3.60
H 0.22 -0.97 -2.75
H 3.65 -0.63 -3.07
H 4.50 -0.13 -1.58
H 3.71 1.09 -2.59
H 2.20 -2.52 -2.13
H 1.09 -2.50 -0.74
H 2.83 -2.44 -0.47
H -0.56 1.00 -4.88
H 0.80 1.98 -4.41
H -3.52 2.89 -4.06
H -3.15 4.61 -3.98
H -2.61 3.54 -2.67
H 0.98 4.56 -3.92
H -0.37 4.88 -2.80
H -0.27 5.74 -4.35
C 3.49 3.92 0.55
C 4.04 2.61 0.98
N 5.16 2.08 0.60
N 5.17 0.86 1.24
C 4.08 0.62 2.00
S 3.64 -0.72 2.90
N 3.38 1.76 1.83
N 2.09 1.95 2.36
H 4.17 4.37 -0.17
H 3.37 4.60 1.39
H 2.51 3.78 0.09
H 5.94 0.23 1.13
H 2.03 1.32 3.16
H 2.02 2.90 2.71
Te -1.58 1.43 3.24
*
```

molar mass = 1039.5 g mol⁻¹
calculated total energy = -9245.6871 a.u.
orbital gap = 6.5 eV

---

Entry 8:
DFT (the ωB97M-V functional and the def2-TZVPD basis) results for a molecular structure, C20H29BBiO7.

Structure (ORCA input):
```
! RIJCOSX wB97M-V def2-TZVPD def2/J DEFGRID3
* xyz -1 1
Bi 1.37 0.62 -1.41
O 2.14 4.74 0.36
C 2.00 3.52 0.31
O 1.71 2.85 -0.75
C 2.13 2.75 1.64
C 0.85 1.95 1.97
C 0.84 1.67 3.49
C 1.92 0.56 3.59
C 2.34 0.41 2.11
O 1.11 0.66 1.43
C 3.21 1.62 1.71
C 4.01 1.34 0.44
O 5.18 1.72 0.40
O 3.45 0.64 -0.48
H 2.32 3.51 2.38
H -0.07 2.35 1.56
H -0.13 1.30 3.81
H 1.09 2.56 4.07
H 1.50 -0.37 3.97
H 2.77 0.84 4.22
H 2.73 -0.56 1.82
H 3.94 1.86 2.48
C -3.62 0.14 -2.88
C -3.03 0.53 -1.53
C -3.90 -0.05 -0.42
O -1.72 -0.04 -1.41
B -0.89 0.88 -0.79
O -1.57 2.06 -0.55
C -2.76 2.05 -1.36
C -3.87 2.84 -0.69
C -2.37 2.73 -2.68
H -3.80 -0.94 -2.89
H -2.94 0.38 -3.70
H -4.57 0.65 -3.05
H -3.85 -1.14 -0.46
H -4.94 0.27 -0.53
H -3.53 0.26 0.56
H -4.10 2.46 0.30
H -4.76 2.80 -1.31
H -3.55 3.88 -0.59
H -1.63 2.13 -3.20
H -1.89 3.68 -2.43
H -3.23 2.91 -3.32
C 2.74 -4.69 -0.72
C 1.35 -4.13 -0.42
C 0.33 -4.70 -1.43
C 0.93 -4.52 1.00
C 1.37 -2.67 -0.57
C 1.38 -1.47 -0.71
H 2.74 -5.78 -0.64
H 3.47 -4.29 -0.02
H 3.06 -4.41 -1.73
H 0.30 -5.79 -1.36
H 0.60 -4.42 -2.45
H -0.66 -4.30 -1.22
H 0.91 -5.61 1.10
H -0.07 -4.13 1.22
H 1.63 -4.11 1.73
*
```

molar mass = 601.2 g mol⁻¹
calculated total energy = -1545.7570 a.u.
orbital gap = 7.4 eV

---

Entry 9:
DFT (the ωB97M-V functional and the def2-TZVPD basis) results for 7 unconnected molecules or ions with the total composition H14O7.

Structure (ORCA input):
```
! RIJCOSX wB97M-V def2-TZVPD def2/J DEFGRID3
* xyz 0 1
O -1.97 1.58 -1.15
H -2.40 2.01 -1.89
H -2.47 1.87 -0.38
O -0.43 -1.94 2.30
H -1.16 -1.95 2.93
H 0.36 -1.84 2.84
O 2.25 -1.41 -1.52
H 2.21 -0.87 -2.31
H 1.50 -1.11 -0.99
O 2.57 1.41 1.27
H 1.81 1.03 0.81
H 3.22 1.58 0.58
O 0.30 0.10 0.10
H 0.14 -0.54 0.81
H -0.53 0.57 -0.01
O -2.07 -3.13 0.19
H -2.57 -3.66 0.82
H -1.43 -2.64 0.73
O 0.31 3.31 -1.53
H 0.68 2.99 -2.35
H -0.33 2.64 -1.26
*
```

molar mass = 126.1 g mol⁻¹
SMILES = O.O.O.O.O.O.O
calculated total energy = -535.0689 a.u.
orbital gap = 10.6 eV

---

Entry 10:
DFT (the ωB97M-V functional and the def2-TZVPD basis) results for a molecular structure, C25H40Cl4N3O3SiTl.

Structure (ORCA input):
```
! RIJCOSX wB97M-V def2-TZVPD def2/J DEFGRID3
* xyz 0 1
C 2.28 -2.91 -2.19
C 2.03 -1.97 -3.31
H 1.99 -3.92 -2.47
H 1.73 -2.63 -1.29
H 3.34 -2.90 -1.89
C 1.97 -2.36 -4.61
C 2.07 -3.76 -5.13
H 1.87 -1.60 -5.38
H 1.36 -4.47 -4.68
H 3.08 -4.18 -5.03
H 1.87 -3.71 -6.21
Tl 3.80 1.29 -0.61
Cl 2.39 2.63 1.33
Cl 5.36 -0.26 -2.13
C -0.20 3.37 3.00
O -0.77 2.49 3.65
N -0.80 4.10 2.04
C -2.17 3.84 1.66
C -0.06 5.05 1.22
H 0.86 3.60 3.15
H -2.72 3.42 2.52
H -2.23 3.16 0.79
H -2.64 4.79 1.38
H 0.85 5.34 1.75
H -0.67 5.95 1.05
H 0.23 4.64 0.24
H -0.08 -3.85 3.10
H -0.84 -3.84 0.30
C -1.07 -4.33 3.11
C -1.76 -4.27 0.72
N -1.93 -3.79 2.08
H -1.54 -4.14 4.08
C -2.65 -2.66 2.31
O -3.12 -1.93 1.44
H -2.60 -3.97 0.10
H -2.76 -2.48 3.40
H -0.93 -5.41 2.95
H -1.64 -5.36 0.74
O 1.72 -0.22 -1.56
C 2.09 -0.47 -2.93
C 0.37 0.19 -4.71
C 1.48 0.52 -3.93
H -0.06 -0.81 -4.65
C -0.15 1.14 -5.60
H 3.18 -0.29 -2.89
C 2.12 1.76 -4.11
H -1.00 0.89 -6.24
C 0.41 2.41 -5.70
C 1.56 2.72 -4.96
H 3.06 1.95 -3.59
H -0.04 3.19 -6.33
H 2.04 3.71 -5.06
Si 0.06 -0.32 -0.83
Cl 0.50 -2.01 0.41
C -1.25 -1.13 -1.96
C -0.21 1.59 -1.39
C -0.77 0.49 0.77
H -1.62 -0.47 -2.76
H -2.10 -1.43 -1.33
H -0.85 -2.02 -2.46
H -1.28 -0.24 1.39
H -1.55 1.23 0.57
H -0.02 1.00 1.39
H -0.01 1.74 -2.45
H 0.50 2.21 -0.82
H -1.23 1.99 -1.21
Cl -0.87 3.60 6.80
C -0.83 1.91 6.56
C -1.87 1.09 7.01
C -1.84 -0.27 6.69
C -0.78 -0.75 5.90
N 0.19 0.05 5.48
C 0.20 1.34 5.77
H -2.68 1.55 7.56
H -2.62 -0.95 7.03
H -0.74 -1.80 5.60
H 1.01 1.95 5.37
*
```

molar mass = 804.9 g mol⁻¹
calculated total energy = -3669.2996 a.u.
orbital gap (alpha / beta) = 5.2 / 5.8 eV